2 unconnected molecules or ions with the total composition C10H7FINO2 at a distorted geometry, computed with ωB97M-V/def2-TZVPD.

The structure (SMILES) is O=C=c1cccc/c1=C(\F)I.CN=C=O. For the HOMO-LUMO gap (spin up / spin down), the calculation gives 0.2664 / 0.2663 Eh. The strongest force on any atom is 4.64 eV/A. Its HOMO energy (spin up / spin down) is -7.432 / -7.431 eV. Its net charge is 0.

Atoms and positions in Å:
O (2.09, -1.44, -0.74)
C (0.94, -1.10, -0.73)
C (-0.34, -0.76, -0.91)
C (-0.62, -0.27, -2.27)
C (-1.80, 0.34, -2.36)
C (-2.73, 0.60, -1.29)
C (-2.56, -0.02, -0.10)
C (-1.34, -0.77, 0.15)
C (-1.20, -1.55, 1.27)
F (-2.19, -1.54, 2.24)
I (0.35, -2.78, 1.93)
H (0.18, -0.46, -3.00)
H (-2.03, 0.76, -3.30)
H (-3.59, 1.10, -1.39)
H (-3.21, 0.08, 0.71)
C (3.18, 0.80, 1.99)
N (2.26, 1.68, 1.30)
C (1.49, 1.62, 0.41)
O (0.68, 1.86, -0.40)
H (4.15, 0.88, 1.42)
H (3.34, 1.18, 2.99)
H (2.92, -0.19, 2.08)

Atom charges from the Löwdin analysis, given in e for atoms 1 to 4: 0.121 -0.191 -0.211 -0.024

A single C10H7NO molecule at a distorted geometry, computed with ωB97M-V/def2-TZVPD.

The structure (SMILES) is O=Cc1ccnc2ccccc12. For the energy above the lowest of the compared OMol25 structures with the same formula, charge and spin, the calculation gives 8.8 kcal/mol. For the HOMO-LUMO gap, the calculation gives 0.3193 Eh. The strongest force on any atom is 3.19 eV/A. Its HOMO energy is -9.179 eV. Its net charge is 0.

Atoms and positions in Å:
O (1.75, -3.01, 1.04)
C (1.73, -1.87, 0.62)
C (0.39, -1.08, 0.45)
C (-0.70, -1.59, 1.08)
C (-1.89, -0.94, 1.02)
N (-2.05, 0.17, 0.35)
C (-0.97, 0.76, -0.18)
C (-1.22, 2.04, -0.73)
C (-0.23, 2.69, -1.37)
C (1.09, 2.12, -1.31)
C (1.37, 0.90, -0.82)
C (0.32, 0.12, -0.25)
H (2.71, -1.31, 0.39)
H (-0.54, -2.52, 1.73)
H (-2.84, -1.32, 1.40)
H (-2.29, 2.35, -0.83)
H (-0.45, 3.64, -1.81)
H (1.96, 2.71, -1.74)
H (2.38, 0.43, -0.94)

Atom charges from the Löwdin analysis, given in e for atoms 1 to 4: 0.046 -0.165 -0.125 -0.026

A molecular structure, C10H8Cl40NOPSi2 at a distorted geometry, computed with ωB97M-V/def2-TZVPD.

For the energy above the lowest of the compared OMol25 structures with the same formula, charge and spin, the calculation gives 13.6 kcal/mol. For the HOMO-LUMO gap, the calculation gives 0.3170 Eh. The strongest force on any atom is 1.89 eV/A. Its HOMO energy is -8.596 eV. Its net charge is 0.

Atoms and positions in Å:
N (2.21, -4.98, -1.25)
P (3.47, -5.20, -0.30)
Si (5.43, -4.81, -1.32)
O (5.37, -3.33, -2.01)
Si (4.67, -3.13, -3.52)
H (2.52, -4.71, -2.18)
H (3.53, -6.52, 0.21)
H (3.37, -4.33, 0.77)
H (5.81, -5.92, -2.22)
H (6.46, -4.74, -0.26)
H (4.56, -4.48, -4.13)
H (3.30, -2.70, -3.28)
H (5.44, -2.24, -4.40)
C (3.55, -2.63, 3.73)
Cl (4.74, -1.70, 4.64)
Cl (2.97, -1.69, 2.36)
Cl (4.30, -4.10, 3.12)
Cl (2.18, -3.02, 4.77)
C (1.15, -0.18, -4.99)
Cl (-0.35, 0.38, -4.25)
Cl (2.52, 0.63, -4.23)
Cl (1.29, -1.92, -4.74)
Cl (1.14, 0.19, -6.72)
C (-2.12, -3.66, 6.33)
Cl (-2.02, -3.24, 8.04)
Cl (-0.50, -3.71, 5.63)
Cl (-2.89, -5.23, 6.15)
Cl (-3.04, -2.44, 5.46)
C (5.65, 0.65, 0.31)
Cl (6.42, 1.75, -0.84)
Cl (6.61, 0.57, 1.79)
Cl (4.03, 1.24, 0.69)
Cl (5.54, -0.96, -0.41)
C (-3.02, -2.00, 1.54)
Cl (-3.10, -2.13, -0.22)
Cl (-1.34, -1.76, 2.04)
Cl (-3.99, -0.63, 2.07)
Cl (-3.63, -3.49, 2.27)
C (-3.91, 3.32, 3.62)
Cl (-5.36, 2.78, 2.77)
Cl (-4.34, 3.82, 5.26)
Cl (-2.75, 1.99, 3.69)
Cl (-3.19, 4.68, 2.76)
C (0.10, 4.57, -5.47)
Cl (-0.99, 4.25, -4.12)
Cl (1.54, 5.42, -4.89)
Cl (0.57, 3.02, -6.18)
Cl (-0.71, 5.56, -6.68)
C (0.84, 6.01, -0.23)
Cl (2.30, 6.86, 0.30)
Cl (0.57, 4.61, 0.81)
Cl (-0.55, 7.10, -0.14)
Cl (1.01, 5.48, -1.90)
C (-9.46, 1.72, 1.45)
Cl (-10.69, 2.95, 1.17)
Cl (-9.71, 0.36, 0.36)
Cl (-7.86, 2.42, 1.15)
Cl (-9.54, 1.17, 3.12)
C (-4.02, 3.62, -1.49)
Cl (-3.64, 2.21, -2.49)
Cl (-5.12, 4.68, -2.37)
Cl (-4.77, 3.09, 0.01)
Cl (-2.53, 4.50, -1.13)

Atom charges from the Löwdin analysis, given in e for atoms 1 to 4: -0.368 0.537 0.357 -0.613

A single C10H8F2O2 molecule, computed with ωB97M-V/def2-TZVPD.

For the energy above the lowest of the compared OMol25 structures with the same formula, charge and spin, the calculation gives 0.0 kcal/mol. For the HOMO-LUMO gap (spin up / spin down), the calculation gives 0.2279 / 0.2276 Eh. The strongest force on any atom is 0.97 eV/A. Its HOMO energy (spin up / spin down) is -7.450 / -7.444 eV. Its net charge is 0.

Atoms and positions in Å:
C (1.34, 1.30, -2.29)
C (0.94, -0.02, -2.38)
C (1.33, 1.95, -1.06)
C (0.53, -0.70, -1.25)
C (0.91, 1.29, 0.07)
C (0.48, -0.05, -0.01)
C (-1.53, 0.88, 1.68)
C (0.04, -0.74, 1.18)
C (-2.42, 0.19, 0.88)
C (0.25, -2.20, 1.34)
O (-1.37, 2.05, 1.88)
O (-0.52, -0.12, 2.16)
F (-2.56, -1.16, 0.91)
F (-3.61, 0.73, 0.58)
H (1.66, 1.83, -3.18)
H (0.94, -0.53, -3.33)
H (1.66, 2.97, -0.98)
H (0.19, -1.72, -1.33)
H (0.91, 1.79, 1.03)
H (1.24, -2.50, 1.00)
H (-0.49, -2.74, 0.73)
H (0.09, -2.48, 2.38)

Atom charges from the Löwdin analysis, given in e for atoms 1 to 4: -0.063 -0.067 -0.052 -0.015

A molecular structure, C10H8FeN2O5 at a distorted geometry, computed with ωB97M-V/def2-TZVPD.

As for the expectation value of S²: 8.788. Its spin multiplicity is 6. For the HOMO-LUMO gap (spin up / spin down), the calculation gives 0.3046 / 0.2390 Eh. The strongest force on any atom is 12.55 eV/A. Its HOMO energy (spin up / spin down) is -20.617 / -21.668 eV. Its net charge is +3.

Atoms and positions in Å:
Fe (0.16, 1.15, -2.10)
C (0.24, 2.66, -1.20)
O (0.29, 3.45, -0.36)
C (0.15, 2.05, -3.66)
O (0.15, 2.86, -4.49)
C (-1.63, 1.23, -2.24)
O (-2.79, 1.23, -2.16)
C (1.94, 1.09, -2.38)
O (3.10, 1.02, -2.38)
H (0.07, -2.53, -4.60)
H (0.07, -2.07, -5.19)
N (-1.11, -1.71, 4.27)
C (0.07, -1.24, 3.76)
O (1.08, -1.14, 4.44)
C (0.06, -0.88, 2.30)
C (-0.99, -1.13, 1.40)
C (-0.90, -0.66, 0.08)
N (0.16, 0.08, -0.36)
C (1.22, 0.24, 0.49)
C (1.20, -0.23, 1.80)
H (-1.15, -1.89, 5.26)
H (-1.97, -1.72, 3.73)
H (-1.89, -1.68, 1.69)
H (-1.70, -0.88, -0.64)
H (2.08, 0.76, 0.11)
H (2.07, -0.07, 2.43)

Atom charges from the Löwdin analysis, given in e for atoms 1 to 4: 0.486 -0.060 0.318 -0.054

A single C10H8N2 molecule at a distorted geometry, computed with ωB97M-V/def2-TZVPD.

The structure (SMILES) is c1ccc(-c2ncccn2)cc1. For the energy above the lowest of the compared OMol25 structures with the same formula, charge and spin, the calculation gives 78.9 kcal/mol. For the HOMO-LUMO gap, the calculation gives 0.3485 Eh. The strongest force on any atom is 11.49 eV/A. Its HOMO energy is -9.087 eV. Its net charge is 0.

Atoms and positions in Å:
C (-0.01, -0.24, 3.32)
C (1.14, 0.14, 2.73)
C (1.20, 0.16, 1.31)
C (-0.05, -0.03, 0.60)
C (-0.01, 0.07, -0.90)
N (0.99, -0.57, -1.52)
C (0.96, -0.49, -2.92)
C (-0.03, 0.21, -3.62)
C (-1.05, 0.81, -2.87)
N (-1.06, 0.72, -1.50)
C (-1.15, -0.39, 1.23)
C (-1.18, -0.46, 2.68)
H (0.25, -0.16, 4.47)
H (2.20, 0.48, 3.35)
H (2.17, 0.48, 0.59)
H (1.67, -0.98, -3.22)
H (0.00, 0.19, -4.57)
H (-1.87, 1.25, -3.35)
H (-2.07, -0.30, 0.79)
H (-2.10, -0.89, 3.38)

Atom charges from the Löwdin analysis, given in e for atoms 1 to 4: -0.199 -0.154 -0.028 -0.214

A single C10H8N2O molecule at a distorted geometry, computed with ωB97M-V/def2-TZVPD.

The structure (SMILES) is COC(C#N)(C#N)c1ccccc1. For the energy above the lowest of the compared OMol25 structures with the same formula, charge and spin, the calculation gives 58.3 kcal/mol. For the HOMO-LUMO gap, the calculation gives 0.3661 Eh. The strongest force on any atom is 3.98 eV/A. Its HOMO energy is -9.866 eV. Its net charge is 0.

Atoms and positions in Å:
C (2.78, 1.65, -0.56)
O (1.50, 1.00, -0.76)
C (0.68, 0.76, 0.41)
C (0.23, 1.97, 1.05)
N (0.13, 2.98, 1.59)
C (1.33, 0.07, 1.57)
N (1.63, -0.59, 2.46)
C (-0.44, -0.17, 0.08)
C (-1.73, 0.33, -0.28)
C (-2.71, -0.57, -0.68)
C (-2.48, -1.94, -0.66)
C (-1.19, -2.46, -0.31)
C (-0.25, -1.58, 0.10)
H (2.76, 2.61, -1.20)
H (3.65, 0.98, -0.85)
H (3.00, 1.94, 0.44)
H (-1.83, 1.35, -0.58)
H (-3.61, -0.20, -0.88)
H (-3.24, -2.69, -0.80)
H (-1.06, -3.54, -0.38)
H (0.82, -1.89, 0.25)

Atom charges from the Löwdin analysis, given in e for atoms 1 to 4: -0.066 -0.093 -0.430 -0.158

A molecular structure, C10H8N3O2PdS5, computed with ωB97M-V/def2-TZVPD.

For the energy above the lowest of the compared OMol25 structures with the same formula, charge and spin, the calculation gives 0.0 kcal/mol. For the HOMO-LUMO gap, the calculation gives 0.2373 Eh. The strongest force on any atom is 0.43 eV/A. Its HOMO energy is -3.778 eV. Its net charge is -1.

Atoms and positions in Å:
Pd (0.24, -1.32, 0.00)
S (4.69, -4.18, 4.93)
C (3.64, -3.54, 3.82)
S (3.29, -1.85, 3.70)
C (2.16, -1.94, 2.37)
C (1.94, -3.16, 1.86)
S (0.87, -3.46, 0.52)
S (2.81, -4.47, 2.63)
S (1.35, -0.50, 1.80)
C (-3.78, -1.81, -1.03)
C (-2.34, -1.96, -1.21)
N (-1.22, -2.10, -1.37)
H (-3.96, -1.60, 0.02)
H (-4.29, -2.71, -1.35)
H (-4.12, -0.95, -1.61)
C (1.40, 3.60, -1.94)
N (0.37, 2.79, -1.32)
C (-0.83, 3.30, -0.94)
C (-1.78, 2.54, -0.38)
C (-1.51, 1.12, -0.16)
O (-2.36, 0.37, 0.33)
N (-0.28, 0.66, -0.53)
C (0.67, 1.42, -1.14)
O (1.74, 1.01, -1.54)
H (1.04, 4.63, -1.98)
H (1.62, 3.25, -2.94)
H (2.32, 3.56, -1.36)
H (-0.97, 4.36, -1.12)
H (-2.74, 2.93, -0.08)

Atom charges from the Löwdin analysis, given in e for atoms 1 to 4: 0.432 0.431 -1.540 0.877

A gas-phase ion, C10H8NO (charge -1) at a distorted geometry, computed with ωB97M-V/def2-TZVPD.

For the energy above the lowest of the compared OMol25 structures with the same formula, charge and spin, the calculation gives 6.9 kcal/mol. For the HOMO-LUMO gap (spin up / spin down), the calculation gives 0.2281 / 0.2280 Eh. The strongest force on any atom is 3.58 eV/A. Its HOMO energy (spin up / spin down) is -2.591 / -2.590 eV. Its net charge is -1.

Atoms and positions in Å:
C (-2.93, -0.49, -0.15)
C (-2.69, 0.45, -1.17)
C (-1.88, -0.94, 0.62)
C (-1.44, 0.58, -1.63)
C (-0.51, -0.57, 0.34)
C (-0.30, 0.01, -0.94)
C (0.43, -0.78, 1.33)
C (1.85, -0.54, 1.46)
C (2.61, 0.56, 1.25)
C (3.68, 1.11, 0.70)
N (0.88, 0.00, -1.61)
O (0.98, 0.58, -2.75)
H (-4.06, -0.87, 0.06)
H (-3.54, 0.87, -1.71)
H (-1.86, -1.61, 1.49)
H (-1.42, 1.06, -2.56)
H (-0.01, -1.29, 2.25)
H (2.36, -1.16, 2.22)
H (3.74, 1.03, -0.47)
H (4.11, 1.99, 1.27)

Atom charges from the Löwdin analysis, given in e for atoms 1 to 4: -0.133 -0.169 -0.083 -0.051

A single C10H8O molecule at a distorted geometry, computed with ωB97M-V/def2-TZVPD.

The structure (SMILES) is c1ccc(-c2ccco2)cc1. For the energy above the lowest of the compared OMol25 structures with the same formula, charge and spin, the calculation gives 64.9 kcal/mol. For the HOMO-LUMO gap, the calculation gives 0.3439 Eh. The strongest force on any atom is 10.28 eV/A. Its HOMO energy is -8.385 eV. Its net charge is 0.

Atoms and positions in Å:
C (2.28, 1.72, -1.13)
C (1.67, 2.20, 0.05)
C (0.65, 1.38, 0.51)
C (0.21, 0.23, -0.09)
C (-0.88, -0.58, 0.55)
C (-0.91, -1.94, 0.87)
C (-2.28, -2.15, 1.19)
C (-2.95, -0.96, 1.06)
O (-2.07, -0.05, 0.65)
C (0.90, -0.20, -1.32)
C (1.98, 0.51, -1.76)
H (3.24, 2.22, -1.75)
H (1.92, 3.24, 0.43)
H (0.06, 1.64, 1.39)
H (-0.09, -2.65, 0.91)
H (-2.79, -2.98, 1.68)
H (-3.81, -0.66, 1.14)
H (0.57, -1.16, -1.75)
H (2.31, 0.18, -2.64)

Atom charges from the Löwdin analysis, given in e for atoms 1 to 4: -0.097 -0.074 -0.071 -0.123

A single C10H8O2 molecule at a distorted geometry, computed with ωB97M-V/def2-TZVPD.

The structure (SMILES) is Oc1ccc2ccc(O)cc2c1. For the energy above the lowest of the compared OMol25 structures with the same formula, charge and spin, the calculation gives 33.5 kcal/mol. For the HOMO-LUMO gap, the calculation gives 0.3232 Eh. The strongest force on any atom is 5.09 eV/A. Its HOMO energy is -8.155 eV. Its net charge is 0.

Atoms and positions in Å:
O (1.83, -3.26, -0.59)
C (0.94, -2.23, -0.30)
C (0.31, -2.38, 1.00)
C (-0.26, -1.27, 1.52)
C (-0.54, -0.17, 0.71)
C (-1.22, 0.96, 1.29)
C (-1.26, 2.18, 0.64)
C (-0.61, 2.28, -0.58)
O (-0.59, 3.59, -1.00)
C (0.06, 1.22, -1.14)
C (0.08, -0.05, -0.49)
C (0.80, -1.13, -1.03)
H (2.17, -3.17, -1.56)
H (0.42, -3.29, 1.52)
H (-0.48, -1.31, 2.58)
H (-1.62, 0.92, 2.34)
H (-1.57, 3.23, 1.08)
H (-0.48, 3.61, -2.08)
H (0.59, 1.29, -2.03)
H (1.42, -1.04, -1.88)

Atom charges from the Löwdin analysis, given in e for atoms 1 to 4: 0.005 -0.297 0.013 -0.042

A molecular structure, C10H9BaNO4 at a distorted geometry, computed with ωB97M-V/def2-TZVPD.

For the HOMO-LUMO gap, the calculation gives 0.1348 Eh. The strongest force on any atom is 3.89 eV/A. Its HOMO energy is -5.928 eV. Its net charge is 0.

Atoms and positions in Å:
Ba (-2.46, 0.38, -1.04)
C (0.27, 3.90, -3.48)
C (-0.19, 2.86, -2.71)
C (0.61, 2.42, -1.51)
O (0.15, 1.58, -0.64)
C (1.86, 2.94, -1.27)
C (2.45, 3.97, -2.09)
C (1.57, 4.49, -3.29)
O (2.00, 5.39, -3.98)
O (3.55, 4.46, -1.90)
O (-1.35, 2.33, -2.98)
H (-0.29, 4.21, -4.36)
H (2.46, 2.64, -0.43)
C (0.44, -3.98, 2.75)
C (-0.97, -4.20, 2.21)
C (-1.95, -3.12, 2.65)
C (-1.77, -1.81, 2.01)
N (-1.63, -0.80, 1.49)
H (1.06, -4.85, 2.52)
H (0.40, -3.93, 3.84)
H (0.93, -3.10, 2.36)
H (-1.33, -5.20, 2.46)
H (-0.98, -4.20, 1.12)
H (-1.82, -3.00, 3.73)
H (-3.01, -3.38, 2.53)

Atom charges from the Löwdin analysis, given in e for atoms 1 to 4: 1.769 -0.003 -0.420 -0.413

Copy entry 9 word for word.
A gas-phase ion, C10H8NO (charge -1) at a distorted geometry, computed with ωB97M-V/def2-TZVPD.

For the energy above the lowest of the compared OMol25 structures with the same formula, charge and spin, the calculation gives 6.9 kcal/mol. For the HOMO-LUMO gap (spin up / spin down), the calculation gives 0.2281 / 0.2280 Eh. The strongest force on any atom is 3.58 eV/A. Its HOMO energy (spin up / spin down) is -2.591 / -2.590 eV. Its net charge is -1.

Atoms and positions in Å:
C (-2.93, -0.49, -0.15)
C (-2.69, 0.45, -1.17)
C (-1.88, -0.94, 0.62)
C (-1.44, 0.58, -1.63)
C (-0.51, -0.57, 0.34)
C (-0.30, 0.01, -0.94)
C (0.43, -0.78, 1.33)
C (1.85, -0.54, 1.46)
C (2.61, 0.56, 1.25)
C (3.68, 1.11, 0.70)
N (0.88, 0.00, -1.61)
O (0.98, 0.58, -2.75)
H (-4.06, -0.87, 0.06)
H (-3.54, 0.87, -1.71)
H (-1.86, -1.61, 1.49)
H (-1.42, 1.06, -2.56)
H (-0.01, -1.29, 2.25)
H (2.36, -1.16, 2.22)
H (3.74, 1.03, -0.47)
H (4.11, 1.99, 1.27)

Atom charges from the Löwdin analysis, given in e for atoms 1 to 4: -0.133 -0.169 -0.083 -0.051

Q: net charge of number 2 (C10H7NO)?
A: 0